The following is a quantum chemistry calculation of one molecule with the formula C21H19FN4O3S, from OMol25.

Output
ΔE to the lowest compared entry with this formula, charge and spin: 4.6 kcal/mol
HOMO: -0.291 hartree
LUMO energy: 0.342 eV
SMILES string: COCCn1c(SCC(=O)Nc2cccc(F)c2)nc2c([nH]c3ccccc32)c1=O
orbital gap: 8.27 eV

Last column: natural (NBO) charge in e.
Positions of all 49 atoms, in Å:
C: 5.059 2.630 -0.321  -0.266
O: 4.733 1.639 0.630  -0.534
C: 4.839 0.321 0.167  -0.065
C: 3.758 -0.082 -0.852  -0.276
N: 2.430 0.180 -0.339  -0.422
C: 1.877 -0.610 0.618  0.320
S: 2.701 -2.119 1.044  0.258
C: 1.221 -3.196 1.032  -0.600
C: 0.365 -2.758 -0.149  0.686
O: 0.820 -2.677 -1.266  -0.603
N: -0.916 -2.448 0.191  -0.619
C: -1.831 -1.686 -0.544  0.254
C: -1.516 -1.089 -1.761  -0.298
C: -2.436 -0.267 -2.385  -0.165
C: -3.681 -0.032 -1.828  -0.308
C: -3.984 -0.654 -0.632  0.415
F: -5.193 -0.450 -0.070  -0.326
C: -3.087 -1.475 0.019  -0.330
N: 0.739 -0.423 1.198  -0.507
C: 0.013 0.631 0.755  0.127
C: 0.456 1.451 -0.280  0.008
N: -0.513 2.368 -0.582  -0.502
C: -1.580 2.162 0.245  0.157
C: -2.801 2.824 0.306  -0.234
C: -3.712 2.406 1.252  -0.191
C: -3.423 1.360 2.133  -0.243
C: -2.221 0.693 2.078  -0.183
C: -1.288 1.084 1.120  -0.060
C: 1.740 1.282 -0.882  0.638
O: 2.227 1.962 -1.770  -0.636
H: 5.105 3.569 0.228  0.194
H: 4.300 2.711 -1.105  0.198
H: 6.034 2.427 -0.779  0.160
H: 5.823 0.145 -0.294  0.173
H: 4.749 -0.305 1.061  0.190
H: 3.855 0.505 -1.767  0.252
H: 3.859 -1.145 -1.081  0.237
H: 0.713 -3.115 1.991  0.227
H: 1.606 -4.203 0.881  0.255
H: -1.187 -2.595 1.153  0.402
H: -0.552 -1.261 -2.208  0.257
H: -2.174 0.202 -3.321  0.218
H: -4.405 0.611 -2.301  0.230
H: -3.364 -1.928 0.959  0.222
H: -0.429 3.069 -1.298  0.429
H: -3.024 3.638 -0.367  0.216
H: -4.670 2.897 1.320  0.217
H: -4.165 1.073 2.863  0.216
H: -1.989 -0.110 2.761  0.215

***

The following is a quantum chemistry calculation of a 2-piece molecular cluster, C5H8NS overall, from OMol25.

Output
charge: +1
ΔE to the lowest compared entry with this formula, charge and spin: 134.6 kcal/mol
HOMO: -0.482 hartree
LUMO energy: -4.768 eV
orbital gap: 8.35 eV

Last column: natural (NBO) charge in e.
Positions of all 15 atoms, in Å:
C: -1.971 1.274 0.503  -0.030
C: -2.859 0.579 -0.220  0.145
C: -2.227 -0.753 -0.075  -0.290
C: 2.689 -0.460 0.603  -0.752
C: 0.664 0.381 -0.964  -0.346
N: -1.189 0.228 0.107  -0.266
S: 1.832 1.026 0.020  0.522
H: -1.721 2.257 0.836  0.264
H: -2.512 -1.285 0.829  0.259
H: -2.147 -1.403 -0.943  0.239
H: 3.154 -0.954 -0.247  0.250
H: 1.986 -1.122 1.099  0.245
H: 3.455 -0.142 1.303  0.266
H: 0.662 -0.672 -1.187  0.241
H: 0.184 1.045 -1.664  0.252

***

The following is a quantum chemistry calculation of a 2-piece molecular cluster, C6H17NO overall, from OMol25.

Output
charge: -1
multiplicity: 2
ΔE to the lowest compared entry with this formula, charge and spin: 36.2 kcal/mol
HOMO (alpha / beta): 0.047 / -0.210 hartree
LUMO energy (alpha / beta): 3.841 / 3.726 eV
orbital gap (alpha / beta): 2.56 / 9.44 eV
⟨S²⟩: 0.750

Last column: Mulliken spin population.
Positions of all 25 atoms, in Å:
C: 1.674 -0.182 -1.307  0.327
C: 0.529 -0.689 -2.320  1.649
C: 1.118 1.033 -0.543  0.481
N: -0.184 0.837 0.149  -1.238
C: -0.019 0.277 1.497  0.624
C: -0.966 -0.875 1.884  0.214
C: -1.044 -1.956 0.807  2.080
H: 1.792 -0.972 -0.546  -0.212
H: 2.359 -0.019 -2.136  -0.421
H: -0.026 0.181 -2.691  -0.166
H: 1.078 -1.306 -3.031  -1.103
H: -0.085 -1.463 -1.886  0.214
H: 0.942 1.852 -1.249  -0.044
H: 1.864 1.266 0.213  0.041
H: -0.742 0.222 -0.443  0.121
H: -0.121 1.056 2.259  0.113
H: 0.978 -0.161 1.577  -0.127
H: -0.455 -1.375 2.705  -0.029
H: -2.014 -0.640 2.078  -0.319
H: -0.750 -3.014 1.130  -1.140
H: -0.229 -1.863 0.105  -0.166
H: -2.040 -2.099 0.363  0.005
H: -1.857 2.812 0.467  0.003
H: -0.432 3.445 0.510  0.003
O: -1.369 3.634 0.408  0.089

***

Number 1: calculated total energy -1754.4993 Eh. Number 2: calculated total energy -647.7837 Eh. Number 3: calculated total energy -368.6902 Eh.